Computed, not measured: a molecular structure, H18O9 in a non-equilibrium geometry, with ωB97M-V with the def2-TZVPD basis set.

Each line ends with the Mulliken charge.
Atoms and positions in Å:
O1 -7.94 7.10 -7.68  -0.68
H1 -8.29 7.17 -8.57  0.26
H2 -7.88 6.16 -7.51  0.30
O2 -7.23 9.31 -4.29  -0.75
H3 -6.91 8.89 -5.09  0.62
H4 -6.82 10.17 -4.30  0.19
O3 -6.67 8.80 -6.27  -0.69
H5 -6.89 8.13 -6.91  0.62
H6 -5.96 9.30 -6.69  -0.06
O4 -4.12 8.01 -6.34  -0.75
H7 -4.68 7.34 -6.74  0.47
H8 -4.40 8.83 -6.74  0.43
O5 -8.59 7.12 -4.99  -0.60
H9 -8.59 7.52 -5.86  0.34
H10 -8.82 6.20 -5.15  0.28
O6 -7.56 11.35 -6.69  -0.53
H11 -7.66 11.99 -5.98  0.33
H12 -6.61 11.30 -6.83  0.26
O7 -5.47 10.00 -7.61  -0.79
H13 -4.87 9.60 -8.25  0.40
H14 -5.00 10.77 -7.30  0.26
O8 -5.74 7.24 -7.83  -0.65
H15 -5.68 6.78 -8.66  0.23
H16 -6.31 6.68 -7.29  0.44
O9 -7.42 9.37 -9.15  -0.67
H17 -7.36 9.57 -8.21  0.46
H18 -6.52 9.18 -9.41  0.29

LUMO energy	-0.023	Eh
net charge	0
relative energy (zero: lowest compared OMol25 entry of this formula, charge and spin)	193.5	kcal/mol
Kohn-Sham gap	7.767	eV